Below is C17H40NP3SSn as an isolated structure at a distorted geometry, with properties calculated with ωB97M-V/def2-TZVPD.

Last column: natural (NBO) charge in e.
CARTESIAN COORDINATES (ANGSTROEM)
H: 4.309073 -1.203515 -0.975312  0.283
H: -1.640642 1.201014 -0.251015  0.178
P: 1.950816 -1.037208 -1.616051  1.035
H: 1.294677 -2.465290 4.060782  0.254
C: -1.952239 2.076747 2.779747  -0.941
H: -3.384951 4.647405 -2.563530  0.246
C: -2.534472 -0.653912 2.955951  -0.963
H: -2.219069 -1.655696 3.257724  0.264
H: -1.798028 -3.343588 1.389918  0.246
H: -3.121324 -0.729234 2.031973  0.265
H: -1.063697 0.606328 5.098951  0.311
H: 3.375778 -2.533168 -0.301448  0.270
H: -2.415715 2.303025 1.810979  0.241
H: 1.753681 0.447794 -3.605115  0.256
H: 3.050843 0.926647 -2.499454  0.265
C: 2.548844 0.064781 -2.954877  -0.943
C: -2.368455 4.616600 -2.987459  -0.089
H: -0.750555 -3.917763 0.057261  0.245
H: -3.493523 0.945863 -2.777214  0.277
C: -0.678660 2.630322 -1.566283  -0.095
H: 2.697053 1.473188 1.539935  0.429
H: -0.476934 -2.647159 4.000262  0.242
H: -0.319108 5.034294 -2.767971  0.240
H: 0.577685 -4.066830 3.798635  0.292
C: -1.750967 1.462401 -3.895288  -0.219
H: 0.205515 1.902477 -4.748643  0.270
H: -0.778933 -4.804246 1.616934  0.283
H: 1.496977 -2.656753 -3.442518  0.310
C: -0.297605 0.387935 4.346068  -0.956
H: 0.038741 -1.836903 -2.848425  0.256
N: 2.316260 0.522245 1.542776  -1.076
H: 0.134011 -0.597849 4.554229  0.271
H: -3.165292 -0.227304 3.738382  0.300
C: 0.469244 -3.001674 3.578703  -0.939
H: 3.818070 -2.553890 -2.011689  0.315
H: 2.044458 -3.933777 0.260966  0.238
H: 0.762863 -3.137878 -1.895863  0.266
H: 1.910970 -4.745863 1.840108  0.291
H: 2.048493 0.280475 2.505319  0.411
C: 0.992850 -2.282655 -2.540384  -0.963
C: -1.976539 1.860395 -1.424733  -0.534
S: -0.061706 3.090634 -0.069846  -0.014
P: -1.103970 0.441222 2.706518  1.109
H: -1.243496 2.880595 3.025500  0.278
H: 3.273925 -0.510409 -3.547674  0.304
P: 0.553800 -2.735153 1.767945  0.888
C: 3.497953 -1.909633 -1.188751  -0.952
H: -2.294027 4.240338 -4.017462  0.235
H: 3.028307 -0.135334 1.207915  0.411
C: -0.828271 -3.807699 1.150517  -0.932
C: -2.492433 1.413440 -2.733981  -0.123
C: 0.085478 2.553250 -2.731048  -0.350
C: -1.289870 4.969829 -2.274979  -0.167
Sn: 0.159226 0.244225 0.070700  1.037
H: 2.922829 -3.296222 1.682179  0.251
C: -0.415861 1.950926 -3.851611  -0.072
C: 1.995270 -3.774232 1.345182  -0.945
H: -2.740642 2.269851 -0.725995  0.326
H: -2.119258 1.177327 -4.891669  0.293
H: -2.727173 2.013612 3.556489  0.295
H: -1.331951 5.345443 -1.241925  0.253
H: 1.027529 3.072226 -2.739407  0.271
H: 0.494148 1.147986 4.409070  0.272

Atoms 1-6, force components in eV/Å:
H -0.1671 0.0137 -0.1270
H -1.0206 -0.0378 -2.9258
P 0.5337 -0.7008 -2.4765
H -0.1075 -0.1726 0.0427
C 0.5486 0.1394 -0.6563
H 0.4833 0.1898 -0.2340

Strongest force on any atom in eV/Å: 3.3
Highest occupied orbital energy (alpha / beta) in eV: -20.1 / -20.3
Charge: +4
Energy relative to the best compared isomer or geometry (same formula, charge and spin) in kcal per mole: 107.23

---

Below is C17H41GeO5RuSi3 as an isolated structure, with properties calculated with ωB97M-V/def2-TZVPD.

Last column: natural (NBO) charge in e.
CARTESIAN COORDINATES (ANGSTROEM)
H: -0.749335 -0.661692 -3.258326  0.230
H: -1.858605 4.321498 -0.424445  0.242
O: 1.815245 0.548480 -1.526474  -0.802
C: 2.553297 0.096609 -2.519093  0.745
C: 1.896756 3.109658 0.410733  -1.119
H: -4.316661 1.772045 -2.704262  0.257
H: -0.844635 1.061046 -3.642779  0.256
O: 2.933412 -0.299865 1.066863  -0.650
H: 1.780025 3.715111 1.313635  0.243
H: 0.024052 -2.843320 -0.747335  0.216
C: -1.436165 0.181452 -3.376522  -1.120
H: 1.847039 -4.106847 0.529481  0.210
H: 5.108577 0.124762 1.767871  0.522
C: 1.556046 -3.606724 1.456975  -0.610
H: -0.640972 -4.993221 0.501559  0.210
C: 3.951038 -0.777372 0.583376  0.819
O: 2.715720 -1.942894 -1.163132  -0.555
H: -2.146102 -1.803201 2.414775  0.240
H: 2.662676 3.583884 -0.208752  0.257
H: 2.274906 2.132289 0.710008  0.230
O: 5.149616 -0.502090 1.026002  -0.619
H: -0.470608 3.361987 -2.871382  0.235
H: -2.103408 -0.051143 -4.211439  0.255
C: 2.680497 -1.430144 -2.518431  -0.190
O: 3.073747 0.760003 -3.373118  -0.561
C: -2.183689 2.175206 2.857953  -1.121
H: -1.088997 4.288885 1.169438  0.238
H: 0.977433 4.284388 -2.477759  0.253
H: -2.869396 -1.993166 -1.459680  0.240
H: -4.214356 -1.221291 -2.291253  0.258
H: 0.820049 1.233780 3.239836  0.251
Si: -1.374858 0.589582 2.289630  1.387
H: -1.468362 2.993326 2.957102  0.247
H: 1.794034 -1.867630 -2.973758  0.225
C: -3.480837 -1.087687 -1.490595  -1.122
Si: 0.269591 3.015555 -0.530957  1.379
H: 1.121689 2.562953 -2.852266  0.267
Si: -2.455917 0.436388 -1.832971  1.364
H: -2.983725 2.838043 -2.248175  0.246
H: -0.642968 -5.009732 2.268961  0.222
C: -3.544879 1.949168 -1.948543  -1.122
H: -3.434365 -0.725762 1.853483  0.247
C: 0.495211 3.307687 -2.359049  -1.129
C: -0.824145 -4.386304 1.392126  -0.601
H: -2.981399 -0.755023 3.556715  0.256
H: -4.048997 2.163386 -1.003333  0.246
Ge: -0.868876 0.930607 -0.091259  -0.152
C: -2.586875 -0.811432 2.537587  -1.130
H: -0.437926 5.318747 -0.106154  0.254
C: -0.222112 -2.293382 0.174200  -0.683
C: 3.975083 -1.790997 -0.535322  -0.190
H: -0.120944 -2.585617 2.301822  0.204
H: 4.752214 -1.508350 -1.246644  0.243
Ru: 0.990303 -0.644674 -0.070673  1.224
H: -1.877178 -4.098577 1.390294  0.213
H: 1.707568 -4.306697 2.279632  0.230
H: -3.002663 2.506129 2.216481  0.251
C: -0.896105 4.344469 0.096654  -1.125
H: -4.031559 -1.010270 -0.550388  0.244
H: 3.561600 -1.749428 -3.068566  0.221
H: 4.260599 -2.745273 -0.086896  0.250
H: -0.034308 0.090749 4.282329  0.257
H: -1.286258 -2.058054 0.141849  0.229
C: 0.217457 0.320658 3.241074  -1.130
C: 0.095725 -3.162463 1.400172  -0.248
H: 2.230951 -2.763101 1.627000  0.185
H: 0.835201 -0.491428 2.863838  0.229
H: -2.599186 1.966346 3.850269  0.255

Atoms 1-6, force components in eV/Å:
H -0.0320 0.0069 -0.0090
H 0.0748 0.0046 0.0502
O 0.2767 0.0812 -0.1832
C -0.2722 -0.2842 0.2922
C -0.0329 0.0109 0.0917
H 0.0188 0.0420 0.0346

Strongest force on any atom in eV/Å: 0.7
2S+1: 5
Highest occupied orbital energy (alpha / beta) in eV: -11.4 / -11.7
Charge: +1
Energy relative to the best compared isomer or geometry (same formula, charge and spin) in kcal per mole: 0.00
Expectation value of S²: 6.0197

---

Below is a 5-piece molecular cluster, C17H42O17S4 overall, with properties calculated with ωB97M-V/def2-TZVPD.

Last column: Löwdin charge in e.
CARTESIAN COORDINATES (ANGSTROEM)
C: 6.357606 1.904910 -2.701299  -0.064
C: 1.357707 -4.128161 -0.612816  -0.146
C: -5.766811 0.129396 -3.052072  -0.071
H: 4.746424 3.116532 -1.909959  0.088
C: 1.845267 0.470786 -3.239284  -0.111
H: 5.154361 3.450159 -3.585830  0.127
H: 1.268415 -0.246230 -2.656959  0.071
H: -3.887801 -2.084515 6.106683  0.084
O: 0.904767 -5.451677 -0.921431  -0.055
C: 1.931334 -1.931727 1.743693  -0.069
H: -5.505559 -0.921569 -2.938457  0.072
H: -6.437122 1.791520 -1.854405  0.122
H: -2.819953 -3.088412 7.106042  0.080
H: -4.772046 -2.746389 1.591560  0.057
O: 2.876107 1.672131 -1.153763  -0.284
O: 2.043077 -6.287142 -1.215265  0.030
H: -4.883012 0.668719 -3.393133  0.081
H: 1.421728 -2.659518 2.370426  0.077
O: 5.385327 6.517663 -1.143020  -0.282
H: -5.524548 0.591944 -0.945616  0.113
C: -3.914734 -3.400663 1.452145  -0.110
C: -3.058350 -2.790865 6.084573  -0.072
H: 3.720353 4.410421 -0.409514  0.058
H: 2.259631 5.369870 -0.024594  0.080
H: 0.424912 -0.509202 1.220900  0.118
H: -2.581108 -4.698442 5.166774  0.113
C: -3.424709 -4.014671 5.270113  -0.251
C: 2.052150 -6.471138 -2.584816  -0.563
O: -6.548045 -1.271498 0.392236  -0.281
H: 2.298804 -1.144577 2.405247  0.083
H: 2.823996 5.244184 -1.712027  0.082
H: 7.155168 2.606169 -2.456661  0.084
C: 1.034405 -1.261454 0.713954  -0.232
O: -3.925872 -3.677821 3.958035  -0.261
S: -7.519617 -1.261470 -0.660467  0.565
H: 1.671847 -0.718627 0.016090  0.092
H: 5.772552 9.393533 2.395689  0.081
H: 5.605220 6.951991 2.630417  0.121
C: 3.129929 5.283870 -0.668907  -0.122
H: -9.846807 -1.023244 -0.787189  0.076
H: 2.237509 -4.221991 0.026077  0.124
O: -1.848340 -4.283551 2.799374  -0.283
O: 1.895201 -7.538358 -3.089564  0.188
C: -9.140544 -1.205713 0.017847  -0.119
H: 2.173464 0.024109 -4.173821  0.078
H: -9.325319 -2.176818 0.471224  0.078
C: -6.252330 0.724981 -1.746911  -0.246
O: -7.463753 -2.262589 -1.678772  -0.270
S: 3.263041 0.878323 -2.283338  0.553
H: 2.816695 -2.368638 1.279687  0.072
H: 6.609005 1.391073 -3.628739  0.086
C: 5.051401 2.656896 -2.848645  -0.245
C: 5.004750 8.862237 1.832939  -0.072
H: 1.591980 -3.581398 -1.526778  0.123
H: -9.180932 -0.418953 0.765469  0.076
S: -2.860974 -3.269583 2.849876  0.564
O: 0.150795 -2.079300 -0.055783  -0.139
C: 5.409834 7.412500 1.664355  -0.249
H: 0.115991 -3.800948 1.152339  0.106
H: -6.540352 0.200243 -3.816207  0.085
O: -2.481520 -1.903465 3.038524  -0.274
H: 6.311450 7.312755 1.058775  0.113
H: 4.059483 8.934869 2.370077  0.085
H: 1.268884 1.374503 -3.414315  0.077
C: 0.187121 -3.470752 0.115398  -0.203
S: 4.129371 6.716035 -0.482610  0.564
H: -4.239138 -4.560809 5.741481  0.121
O: 4.052456 -0.298001 -2.086096  -0.276
O: 4.358410 6.606520 1.085643  -0.263
H: -2.194662 -2.277399 5.665068  0.071
H: -0.715001 -3.857787 -0.370993  0.134
O: 3.355338 7.882809 -0.770614  -0.273
H: -3.335756 -3.077792 0.589364  0.076
O: -7.524860 0.178411 -1.327296  -0.263
H: 6.301239 1.157623 -1.911074  0.073
H: 4.880339 9.355662 0.870362  0.073
O: 3.973678 1.826208 -3.338902  -0.258
H: -4.222818 -4.436423 1.341395  0.080
O: 2.269551 -5.327613 -3.272913  0.124
H: 3.034323 -4.862659 -2.908996  0.128

Atoms 1-6, force components in eV/Å:
C -0.1158 -0.2134 0.0316
C 0.1863 -0.2805 0.3743
C -0.0918 -0.1515 0.0302
H -0.0467 -0.0584 0.0089
C -0.0215 0.0002 -0.0153
H -0.1471 -0.0513 -0.0787

Strongest force on any atom in eV/Å: 0.8
Highest occupied orbital energy in eV: -9.7
Charge: 0
SMILES: CCOCCOOC(=O)O.CCOS(C)(=O)=O.CCOS(C)(=O)=O.CCOS(C)(=O)=O.CCOS(C)(=O)=O

---

Question: What is the formula in the third record?
Answer: C17H42O17S4